[1]
Computed, not measured: a molecular structure, C21H33B2CaF17N6O9S3 at a distorted geometry, with ωB97M-V/def2-TZVPD.

```
92
Properties=species:S:1:pos:R:3:forces:R:3:mulliken_spin:R:1
Ca 1.438149 25.910135 -7.129508 -0.6 -1.2 -0.5 0.00
C 7.352432 29.582249 -6.004883 -0.4 -0.8 2.1 0.00
C 8.529525 28.575942 -6.188588 -0.9 1.1 -0.5 0.00
N 8.519362 27.444991 -5.205594 -1.3 -1.9 0.8 0.00
C 8.894987 27.483592 -3.831895 -1.4 -0.7 -1.2 0.00
C 8.565496 26.266525 -3.232186 0.7 1.4 -2.8 0.00
N 8.082188 25.464071 -4.300203 -0.5 0.0 0.3 0.00
C 7.942977 26.207329 -5.430432 1.9 0.9 1.9 0.00
C 7.711340 23.993140 -4.184870 -0.2 0.8 0.0 0.00
H 6.425632 29.061197 -5.764776 -0.1 -0.2 -0.5 0.00
H 7.111371 30.338963 -6.751452 0.6 -0.4 -0.3 0.00
H 7.497818 30.093776 -5.053404 0.4 0.4 0.0 0.00
H 9.443232 29.164074 -6.102856 0.3 -0.6 0.2 0.00
H 8.461709 28.167800 -7.197016 0.3 -0.3 0.2 0.00
H 9.185163 28.466201 -3.490308 0.3 -0.4 0.5 0.00
H 8.730357 25.965946 -2.208036 -0.2 -0.3 -0.3 0.00
H 7.501505 25.813245 -6.333880 0.1 0.3 0.0 0.00
H 6.707301 23.828760 -4.575983 0.0 0.3 0.1 0.00
H 7.742305 23.704977 -3.134113 0.0 0.2 -0.1 0.00
H 8.374105 23.331637 -4.742790 0.3 0.5 0.0 0.00
C 4.517716 22.253219 -2.462266 -0.6 0.4 0.6 0.00
C 3.333206 22.039326 -3.421252 2.2 2.4 -0.8 0.00
N 2.580688 20.999510 -2.868278 -3.9 -3.3 0.7 0.00
C 3.006223 19.672165 -2.744373 -0.1 0.0 1.3 0.00
C 2.086328 18.979253 -1.940699 2.4 0.4 -2.3 0.00
N 1.060263 19.799394 -1.797696 -1.9 2.9 0.8 0.00
C 1.320644 21.059528 -2.342070 1.1 -2.3 0.2 0.00
C -0.069057 19.480142 -0.869297 0.0 1.2 0.0 0.00
H 4.986537 21.298381 -2.224373 0.6 0.2 -0.5 0.00
H 4.161796 22.561838 -1.479329 -0.4 0.2 0.0 0.00
H 5.164965 23.072865 -2.774267 0.3 -0.4 -0.3 0.00
H 3.703601 21.881785 -4.434215 -0.1 -1.0 0.0 0.00
H 2.796146 22.967974 -3.614316 -0.7 -0.1 0.8 0.00
H 3.948398 19.389404 -3.190195 -0.1 -0.1 0.3 0.00
H 2.036450 17.984968 -1.522014 0.3 0.1 -0.3 0.00
H 0.609527 21.864574 -2.454380 0.2 0.2 0.4 0.00
H -0.028050 18.473051 -0.454330 0.2 0.0 -0.7 0.00
H -1.019890 19.703458 -1.353181 0.1 -0.3 -0.1 0.00
H 0.013691 20.143465 -0.008333 0.0 0.1 -0.1 0.00
C 7.972378 23.755531 -8.716218 1.8 0.9 0.5 0.00
C 7.652426 22.305282 -8.955709 -1.0 1.0 -0.3 0.00
N 6.376856 22.217610 -9.691684 -2.4 -2.2 0.5 0.00
C 6.219274 22.319373 -11.071649 -0.8 -0.2 1.0 0.00
C 4.898309 22.052424 -11.384627 1.1 0.4 2.4 0.00
N 4.236969 21.839349 -10.135542 3.6 -0.8 1.3 0.00
C 5.179889 21.786011 -9.108912 1.1 2.0 -4.2 0.00
C 2.848612 21.484655 -9.995026 -0.2 -1.0 0.0 0.00
H 8.217603 24.315329 -9.618765 -0.6 -0.1 -0.3 0.00
H 8.957070 23.760741 -8.248837 0.2 -0.1 0.4 0.00
H 7.359693 24.385742 -8.071578 -0.6 -0.6 -0.3 0.00
H 7.516622 21.765473 -8.018551 0.2 -0.1 -0.2 0.00
H 8.457689 21.900890 -9.568985 -0.2 -0.4 0.1 0.00
H 7.117164 22.560916 -11.621054 -0.4 0.0 -0.4 0.00
H 4.424774 21.980616 -12.352624 -0.2 0.2 0.3 0.00
H 5.132034 21.502514 -8.067887 -0.7 0.3 -0.2 0.00
H 2.425958 21.975559 -10.871650 -1.1 -0.2 0.7 0.00
H 2.468011 21.644956 -8.986286 -0.1 1.4 -0.3 0.00
H 2.763913 20.397947 -9.992052 0.0 -0.2 -1.0 0.00
B 0.026197 24.559774 -9.239309 -1.0 -0.5 -1.3 0.00
F 0.989467 25.046703 -10.056232 1.4 0.4 -1.7 0.00
F -0.457838 25.655243 -8.558549 -1.2 2.2 1.4 0.00
F -0.960574 23.854555 -9.874333 -0.1 -0.2 -0.1 0.00
F 0.653793 23.837917 -8.268019 1.1 -1.8 2.0 0.00
B 3.670316 23.770628 -6.921236 -0.8 -1.2 -1.2 0.00
F 3.069912 24.354709 -5.865320 0.1 0.9 1.7 0.00
F 3.197556 22.422395 -6.943213 0.2 0.1 -0.6 0.00
F 3.225025 24.554785 -8.041052 0.6 -0.7 0.0 0.00
F 5.059486 23.683253 -6.886633 0.6 0.4 0.2 0.00
C -1.087126 23.125058 -4.169006 0.5 3.0 -1.5 0.00
F -2.157026 23.306519 -4.941598 0.2 0.2 -0.1 0.00
F -1.512941 22.735491 -3.007822 -0.3 -1.2 1.8 0.00
F -0.338013 22.188566 -4.755084 0.4 -0.3 0.3 0.00
S -0.071499 24.807703 -3.847925 -0.4 0.3 0.7 0.00
O -1.052390 25.829035 -3.473331 1.2 -1.8 -0.5 0.00
O 0.874832 24.390554 -2.781165 -1.1 0.0 -1.4 0.00
O 0.591315 25.067933 -5.139294 -0.7 -0.4 0.4 0.01
C 4.216289 27.431679 -3.473379 -5.5 -0.8 -0.5 -0.01
F 4.847389 28.370301 -2.937344 2.7 2.8 1.0 0.00
F 4.983451 26.545527 -4.029786 1.2 -1.2 -0.4 0.00
F 3.449298 26.899156 -2.476152 0.7 -0.6 -0.8 0.00
S 2.950116 28.136624 -4.750756 -1.9 1.1 2.4 -0.06
O 2.451151 27.018941 -5.520286 0.4 0.2 0.4 0.08
O 1.945060 28.875775 -3.956288 2.2 -1.6 -1.3 0.15
O 3.753859 29.003069 -5.589679 1.0 1.0 -0.9 0.28
C 5.401314 27.134568 -8.353231 -1.4 0.7 -2.5 -0.01
F 6.174450 28.080690 -7.869836 1.3 -0.1 -0.1 0.00
F 6.106376 26.383736 -9.313420 -1.2 1.3 1.9 0.00
F 5.003459 26.384910 -7.371939 0.3 -1.1 0.8 0.01
S 3.833116 28.107501 -9.003216 1.5 -1.2 -1.9 -0.06
O 4.105592 28.294003 -10.442410 -0.8 0.0 2.7 0.14
O 2.721814 27.246434 -8.621581 0.5 1.0 -0.2 0.07
O 3.934179 29.350773 -8.195084 -0.3 -0.6 -0.4 0.40
```
Positions in Å, forces in eV/Å.

Calculated values
Largest force on an atom, hartree/bohr: 0.1088
ΔE to the lowest compared entry with this formula, charge and spin, kcal/mol: 21.1
HOMO-LUMO gap (spin up / spin down), Eh: 0.3069 / 0.1536
2S+1: 2
E_LUMO (spin up / spin down), Eh: -0.1036 / -0.2569
Molecular weight, g mol⁻¹: 994.397
Net charge: +1
HOMO level (spin up / spin down), eV: -11.171 / -11.170

---

[2]
Computed, not measured: 2 unconnected molecules or ions with the total composition C2H9NO2 at a distorted geometry, with ωB97M-V/def2-TZVPD.

```
14
Properties=species:S:1:pos:R:3:forces:R:3:lowdin_charge:R:1
N 2.169228 1.196810 -0.858711 -0.1 0.2 0.2 0.02
C 1.336667 1.375661 0.295134 1.2 -0.2 -0.7 -0.35
O 0.886655 0.196103 0.930307 -0.9 -0.3 0.5 -0.07
H 3.014769 0.653518 -0.763122 -0.2 0.1 0.0 0.07
H 1.699544 1.101069 -1.739495 0.0 -0.3 -0.1 0.06
H 1.900623 1.930312 1.032719 0.1 0.2 0.3 0.10
H 0.509290 1.994546 -0.022333 -0.5 0.0 0.1 0.11
H 1.217179 -0.621724 0.554463 0.3 0.3 -0.4 0.08
C -2.161243 -1.669333 0.397325 0.0 1.8 0.1 -0.15
O -2.172543 -0.794276 -0.749004 0.2 -0.2 0.2 -0.14
H -1.633828 -1.180298 1.217395 0.3 0.0 0.1 0.06
H -3.197535 -1.689016 0.745054 0.1 -0.8 -0.3 0.08
H -1.653143 -2.595711 0.174316 -0.4 -0.6 0.0 0.07
H -1.328172 -0.330149 -0.784453 -0.1 -0.1 0.1 0.05
```
Positions in Å, forces in eV/Å.

Calculated values
Largest force on an atom, hartree/bohr: 0.0355
ΔE to the lowest compared entry with this formula, charge and spin, kcal/mol: 15.6
HOMO-LUMO gap, Eh: 0.3899
E_LUMO, Eh: 0.0277
Molecular weight, g mol⁻¹: 79.099
Net charge: 0
HOMO level, eV: -9.856

---

[3]
Computed, not measured: a single C5H8O molecule, with ωB97M-V/def2-TZVPD.

```
14
Properties=species:S:1:pos:R:3:forces:R:3:lowdin_charge:R:1
C 1.645437 0.623047 0.613959 -0.1 0.0 -0.1 -0.14
C 0.511619 1.178888 -0.133915 0.0 0.0 0.4 0.03
C -0.427470 -1.135548 -1.061390 -0.1 -0.1 0.2 -0.03
C -1.369980 -0.389642 -0.118231 0.0 0.0 -0.3 -0.29
O -1.004598 -0.312432 1.251545 0.2 -0.1 0.1 -0.04
C -0.805596 0.854593 0.429892 0.1 0.4 -0.1 -0.32
H 1.471525 -0.161748 1.363289 -0.1 0.1 -0.2 0.08
H 1.849380 1.576247 1.148587 0.1 0.0 0.1 0.11
H 2.547910 0.436617 0.021340 -0.2 0.1 0.1 0.08
H 0.305697 -0.416734 -1.447813 0.0 -0.3 -0.2 0.06
H 0.102070 -1.911954 -0.499494 -0.1 0.0 -0.2 0.10
H -0.936304 -1.560992 -1.930192 0.0 0.0 0.2 0.08
H -2.447054 -0.493149 -0.275104 0.3 0.2 0.0 0.14
H -1.442640 1.712813 0.637525 -0.1 -0.2 0.0 0.14
```
Positions in Å, forces in eV/Å.

Calculated values
Largest force on an atom, hartree/bohr: 0.0090
ΔE to the lowest compared entry with this formula, charge and spin, kcal/mol: 113.0
HOMO-LUMO gap, Eh: 0.3185
E_LUMO, Eh: 0.0029
Molecular weight, g mol⁻¹: 84.118
Net charge: 0
HOMO level, eV: -8.586

---

[4]
Computed, not measured: a molecular structure, C17H16CsN3O3, with ωB97M-V/def2-TZVPD.

```
40
Properties=species:S:1:pos:R:3:forces:R:3:lowdin_charge:R:1
Cs -0.419715 1.700632 -0.333041 -0.1 0.0 -0.1 1.02
N -3.590633 5.081449 -2.695478 0.0 0.0 0.0 -0.04
C -2.918180 5.106894 -1.387687 0.1 0.1 0.0 -0.22
C -2.908070 3.727809 -0.683779 -0.2 0.1 0.0 -0.69
O -3.201788 2.748599 -1.450434 0.2 0.0 0.1 -0.21
N -2.602009 3.598759 0.576851 0.2 0.0 -0.1 -0.06
C -2.113300 4.723474 1.349527 0.1 -0.1 -0.1 -0.22
C -0.563081 4.794285 1.550105 0.1 0.2 0.1 -0.74
O -0.190030 5.298573 2.632091 0.0 0.0 0.0 -0.10
O 0.182417 4.391331 0.614935 -0.2 -0.2 -0.1 -0.24
H -4.589385 5.139472 -2.519733 0.0 0.0 0.0 0.04
H -3.476300 4.111422 -2.997517 0.0 0.0 0.0 0.04
H -3.390744 5.861481 -0.756504 0.0 0.0 0.0 0.09
H -1.880001 5.429349 -1.513045 0.0 0.0 0.0 0.11
H -2.530349 4.672985 2.357710 0.0 0.0 0.0 0.09
H -2.387203 5.715182 0.957609 0.0 0.0 0.0 0.09
N 1.254356 -0.880827 -1.404855 -0.1 0.1 0.1 -0.01
C 1.376620 -1.872039 -0.658756 0.0 0.0 0.0 -0.49
C 2.614023 -2.771583 -0.693808 0.0 0.0 0.0 -0.19
C 2.567764 -4.153234 -0.513345 0.0 0.0 0.0 -0.07
C 3.701684 -4.942363 -0.673230 0.0 0.0 0.0 -0.12
C 4.917513 -4.356719 -0.997982 0.0 0.0 0.0 -0.14
C 4.978290 -2.977291 -1.173587 0.0 0.0 0.0 -0.11
C 3.839663 -2.200678 -1.033169 0.1 0.0 0.0 -0.05
C 0.306805 -2.292043 0.356472 0.1 0.0 -0.1 -0.19
C -1.036936 -2.053708 0.066938 0.0 0.0 0.0 -0.08
C -2.034274 -2.334952 0.987751 0.0 0.0 0.0 -0.10
C -1.708865 -2.854417 2.236398 0.0 0.0 0.0 -0.12
C -0.376220 -3.087675 2.545550 0.0 0.0 0.0 -0.11
C 0.616131 -2.817052 1.610961 0.0 0.0 0.0 -0.07
H 1.622947 -4.617562 -0.252139 0.0 0.0 0.0 0.10
H 3.634678 -6.017564 -0.544826 0.0 0.0 0.0 0.08
H 5.806037 -4.966502 -1.116973 0.0 0.0 0.0 0.08
H 5.921985 -2.506308 -1.428366 0.0 0.0 0.0 0.09
H 3.854975 -1.131982 -1.212212 0.0 0.0 0.0 0.10
H -1.273954 -1.609832 -0.893585 0.0 0.0 0.0 0.10
H -3.068859 -2.128572 0.739147 0.0 0.0 0.0 0.10
H -2.484465 -3.057750 2.965339 0.0 0.0 0.0 0.09
H -0.106660 -3.471436 3.523657 0.0 0.0 0.0 0.09
H 1.655131 -2.999605 1.863010 0.0 0.0 0.0 0.11
```
Positions in Å, forces in eV/Å.

Calculated values
Largest force on an atom, hartree/bohr: 0.0056
ΔE to the lowest compared entry with this formula, charge and spin, kcal/mol: 0.0
HOMO-LUMO gap, Eh: 0.2008
E_LUMO, Eh: 0.1578
Molecular weight, g mol⁻¹: 443.238
Net charge: -2
HOMO level, eV: -1.172